[1]
{
  "formula": "C4H8N2O2",
  "method": "ωB97M-V with the def2-TZVPD basis set",
  "species": ["C", "C", "C", "C", "N", "N", "O", "O", "H", "H", "H", "H", "H", "H", "H", "H"],
  "coordinates": [[0.388043, -0.465709, -1.015875], [-0.187681, -0.845471, 1.122047], [1.630347, -0.773722, -0.187898], [-1.021985, 1.320410, 0.182160], [-0.500989, -0.062465, 0.113250], [2.619454, 0.205587, -0.005217], [3.789015, -0.163415, 0.225054], [2.226424, 1.336112, -0.122492], [0.615024, 0.284690, -1.662269], [0.062035, -1.355328, -1.573351], [0.107306, -1.837995, 0.979891], [-0.134269, -0.357125, 2.027295], [1.998050, -1.753909, -0.171628], [-2.050458, 1.394542, -0.141707], [-1.127391, 1.396978, 1.164778], [-0.269473, 2.005887, -0.085046]],
  "atomic_forces_ev_per_a": [[0.26, -1.98, 3.00], [1.57, 1.86, -1.84], [0.34, -0.65, 0.31], [0.03, -2.82, -1.25], [-1.45, 0.37, -2.83], [0.01, -3.43, -0.66], [-0.72, 0.83, 0.27], [-0.03, 2.94, 0.01], [-0.05, 2.53, -1.88], [-0.11, 0.23, 0.33], [-0.29, -1.30, 0.00], [-0.57, 0.38, 2.48], [0.85, -1.14, -0.37], [0.12, 0.25, -1.07], [-0.51, 1.01, 4.62], [0.55, 0.91, -1.12]],
  "multiplicity": 1,
  "largest_force_ev_per_a": 4.757,
  "e_homo_ev": [-7.54, -7.54],
  "homo_lumo_gap_ev": [6.95, 6.95],
  "de_lowest_kcal_mol": 193.5,
  "total_energy_ev": -11345.72284
}

=====

[2]
{
  "formula": "C4H8N2O2",
  "method": "ωB97M-V with the def2-TZVPD basis set",
  "species": ["C", "N", "C", "O", "C", "N", "C", "O", "H", "H", "H", "H", "H", "H", "H", "H"],
  "coordinates": [[1.214892, 1.212668, -0.600976], [0.304026, 1.712582, 0.399867], [-0.834089, 1.043534, 0.777138], [-1.546017, 1.568463, 1.627920], [-1.136671, -0.284056, 0.180547], [-0.292506, -1.376873, 0.540756], [0.240813, -2.203984, -0.439959], [1.153016, -2.959881, -0.235537], [1.462319, 1.966568, -1.353060], [2.134000, 0.756635, -0.216089], [0.768661, 0.486652, -1.290800], [0.578787, 2.563714, 0.852162], [-1.461081, -0.148282, -0.859877], [-2.189600, -0.502139, 0.482406], [-0.056364, -1.568893, 1.497709], [-0.340190, -2.266702, -1.362212]],
  "atomic_forces_ev_per_a": [[0.32, -0.24, -1.29], [0.13, -1.45, -1.11], [0.80, 2.48, 1.65], [-0.12, -0.74, -0.52], [-3.44, -0.46, 0.23], [0.65, -0.32, -2.19], [-0.33, -0.34, 1.59], [0.36, -0.18, -0.03], [0.30, 0.46, 0.50], [-0.16, 0.19, 0.11], [-0.29, -0.19, 0.68], [-0.46, 0.09, 0.37], [1.49, -0.44, -0.43], [0.63, 0.26, 0.77], [0.18, 0.22, 0.11], [-0.05, 0.66, -0.43]],
  "multiplicity": 1,
  "largest_force_ev_per_a": 3.476,
  "e_homo_ev": -9.87,
  "homo_lumo_gap_ev": 10.60,
  "de_lowest_kcal_mol": 34.4,
  "total_energy_ev": -11352.61888
}